(1)
Computed, not measured: a cluster of 4 separate species, C26H61FN2O2P in total in a non-equilibrium geometry, with ωB97M-V/def2-TZVPD.

The geometry in ORCA input format:
```
! RIJCOSX wB97M-V def2-TZVPD def2/J DEFGRID3
* xyz -1 1
C -1.642 -6.244 5.542
C -0.910 -5.311 4.410
C -0.689 -3.729 4.890
C -2.038 -3.037 5.513
P -2.232 -1.169 5.136
F -2.092 -1.469 3.417
C -4.136 -1.314 5.150
C -4.938 -0.049 4.485
O -4.309 0.533 3.289
C -6.484 -0.498 4.167
N -6.631 -1.644 3.191
O -0.477 -0.923 5.240
C -0.046 -0.335 3.928
N 0.310 0.256 2.805
H -2.176 -7.130 4.948
H -0.836 -6.716 6.280
H -2.484 -5.714 6.158
H 0.146 -5.791 4.153
H -1.485 -5.244 3.382
H -0.239 -3.182 3.952
H 0.141 -3.712 5.743
H -1.997 -3.153 6.701
H -2.953 -3.701 5.172
H -2.340 0.265 4.980
H -2.259 -0.936 6.586
H -4.460 -1.344 6.299
H -4.550 -2.303 4.675
H -5.011 0.820 5.300
H -4.671 0.149 2.437
H -6.998 -0.819 5.193
H -7.065 0.425 3.738
H -6.078 -1.512 2.316
H -6.442 -2.576 3.619
C 1.587 2.081 0.175
C 1.550 1.647 -1.282
C 1.973 0.190 -1.484
C 3.416 -0.132 -1.073
C 4.492 0.699 -1.777
C 4.517 0.484 -3.283
H 2.596 2.019 0.591
H 1.253 3.120 0.267
H 0.924 1.457 0.782
H 2.177 2.317 -1.882
H 0.527 1.768 -1.658
H 1.825 -0.078 -2.536
H 1.298 -0.459 -0.911
H 3.602 -1.195 -1.269
H 3.525 -0.004 0.009
H 5.470 0.419 -1.368
H 4.362 1.764 -1.558
H 4.698 -0.568 -3.523
H 5.320 1.078 -3.734
H 3.578 0.789 -3.752
C -1.760 9.136 -0.782
C -2.498 8.026 -0.051
C -1.576 7.161 0.812
C -0.494 6.394 0.042
C -1.015 5.458 -1.051
C -1.893 4.340 -0.507
H -1.014 8.738 -1.476
H -2.465 9.739 -1.363
H -1.254 9.798 -0.072
H -3.042 7.407 -0.773
H -3.258 8.479 0.597
H -2.189 6.454 1.382
H -1.083 7.799 1.557
H 0.094 5.810 0.761
H 0.207 7.105 -0.409
H -0.156 5.008 -1.563
H -1.564 6.021 -1.813
H -1.344 3.733 0.219
H -2.216 3.684 -1.323
H -2.791 4.731 -0.021
C 2.187 -2.554 -4.247
C 2.150 -2.988 -5.704
C 2.573 -4.445 -5.906
C 4.016 -4.767 -5.495
C 5.092 -3.936 -6.199
C 5.117 -4.151 -7.704
H 3.196 -2.616 -3.831
H 1.853 -1.515 -4.154
H 1.524 -3.178 -3.640
H 2.777 -2.319 -6.304
H 1.127 -2.868 -6.079
H 2.425 -4.713 -6.958
H 1.898 -5.094 -5.332
H 4.202 -5.831 -5.691
H 4.125 -4.639 -4.412
H 6.070 -4.217 -5.790
H 4.962 -2.871 -5.979
H 5.298 -5.203 -7.945
H 5.920 -3.557 -8.156
H 4.178 -3.846 -8.173
*
```

Calculated values
Highest occupied orbital energy = -5.067 eV
Lowest unoccupied orbital energy = 2.31 eV
Strongest force on any atom = 11.86 eV/A

(2)
Computed, not measured: a cluster of 2 separate species, CHCl2F2OP in total in a non-equilibrium geometry, with ωB97M-V/def2-TZVPD.

The geometry in ORCA input format:
```
! RIJCOSX wB97M-V def2-TZVPD def2/J DEFGRID3
* xyz 0 1
C -0.343 -0.379 0.607
O -2.548 0.229 -1.789
F -0.505 -1.731 0.888
F 0.046 0.253 1.674
P -2.587 0.092 -0.336
Cl -3.478 -1.594 0.192
Cl -3.395 1.708 0.616
H 0.227 -0.226 -0.181
*
```

Calculated values
Highest occupied orbital energy = -10.128 eV
Lowest unoccupied orbital energy = -0.82 eV
Strongest force on any atom = 6.61 eV/A

(3)
Computed, not measured: a cluster of 2 separate species, C3H9INP in total in a non-equilibrium geometry, with ωB97M-V/def2-TZVPD.

The geometry in ORCA input format:
```
! RIJCOSX wB97M-V def2-TZVPD def2/J DEFGRID3
* xyz 0 1
C 0.215 -2.086 -0.813
C -1.171 0.071 -0.186
C 0.017 -0.888 0.134
N 1.065 0.101 0.149
P 1.061 3.468 -0.498
I 3.013 -0.377 0.155
H -0.712 -2.635 -0.664
H 0.607 -1.868 -1.823
H 1.058 -2.592 -0.423
H -1.070 0.415 -1.210
H -1.115 0.981 0.344
H -2.027 -0.409 0.022
H -0.220 -1.399 1.088
H 0.714 3.699 -1.862
H -0.418 3.333 -0.054
*
```

Calculated values
Highest occupied orbital energy (spin up / spin down) = -9.027 / -8.489 eV
Lowest unoccupied orbital energy (spin up / spin down) = -0.97 / -1.00 eV
Strongest force on any atom = 3.78 eV/A

(4)
Computed, not measured: the molecule C4H7NO, with ωB97M-V/def2-TZVPD.

The geometry in ORCA input format:
```
! RIJCOSX wB97M-V def2-TZVPD def2/J DEFGRID3
* xyz 0 1
C 0.568 1.659 -0.178
N -0.150 0.381 -0.208
C -1.431 0.339 -0.565
C 0.336 -1.974 0.613
C 0.613 -0.725 -0.041
O 1.392 -1.057 1.058
H 0.922 1.826 0.843
H 1.423 1.620 -0.855
H -0.120 2.457 -0.460
H -1.796 1.048 -1.297
H -1.964 -0.585 -0.382
H -0.438 -2.104 1.368
H 0.646 -2.885 0.103
*
```

Calculated values
Highest occupied orbital energy (spin up / spin down) = -7.009 / -7.209 eV
Lowest unoccupied orbital energy (spin up / spin down) = 0.66 / 0.83 eV
Strongest force on any atom = 0.49 eV/A

(5)
Computed, not measured: a structure of composition C12H10Cl2F5N4O5ReSTe in a non-equilibrium geometry, with ωB97M-V/def2-TZVPD.

The geometry in ORCA input format:
```
! RIJCOSX wB97M-V def2-TZVPD def2/J DEFGRID3
* xyz 1 4
Re -1.569 -1.305 0.782
N 1.954 5.065 -2.999
C 1.523 4.240 -2.023
C 0.153 3.918 -1.913
C -0.286 3.104 -0.897
C 0.633 2.605 0.021
C 1.993 2.875 -0.085
C 2.437 3.689 -1.099
S 0.065 1.540 1.298
O 1.043 1.391 2.318
O -1.311 1.780 1.621
N -0.082 0.058 0.484
C 0.835 -0.745 -0.095
N 2.038 -0.480 -0.535
C 2.683 -1.501 -1.099
C 2.144 -2.778 -1.226
C 0.858 -2.980 -0.754
N 0.214 -1.965 -0.193
H 1.309 5.478 -3.647
H 2.922 5.318 -3.076
H -0.548 4.317 -2.633
H -1.332 2.854 -0.783
H 2.670 2.449 0.643
H 3.490 3.914 -1.195
H 3.673 -1.269 -1.470
H 2.701 -3.584 -1.675
H 0.360 -3.937 -0.816
Cl -3.533 -0.207 1.638
C -4.384 -1.409 0.618
Cl -3.472 -2.902 0.963
C -3.974 -1.027 -0.876
O -4.818 -0.864 -1.696
O -2.685 -0.952 -0.973
H -5.446 -1.487 0.828
F 0.044 -5.291 3.274
Te -0.315 -3.481 2.971
F 0.251 -3.201 4.714
F -0.899 -4.132 1.243
F -2.077 -3.892 3.510
F 1.401 -3.463 2.171
O -0.662 -1.741 2.659
*
```

Calculated values
Highest occupied orbital energy (spin up / spin down) = -11.052 / -11.047 eV
⟨S²⟩ = 3.769
Lowest unoccupied orbital energy (spin up / spin down) = -4.56 / -6.39 eV
Strongest force on any atom = 4.14 eV/A

(6)
Computed, not measured: a structure of composition C37H31F5HoIN7O2S2, with ωB97M-V/def2-TZVPD.

The geometry in ORCA input format:
```
! RIJCOSX wB97M-V def2-TZVPD def2/J DEFGRID3
* xyz -1 5
Ho -0.092 -0.700 0.882
C 1.513 3.700 3.537
C 0.063 3.341 3.718
C -0.793 4.320 4.221
C -2.144 4.085 4.409
C -2.659 2.843 4.069
C -1.834 1.844 3.566
C -2.396 0.508 3.201
C -0.459 2.067 3.405
N 0.341 1.062 2.813
C 1.501 0.780 3.421
O 1.873 1.048 4.563
C 2.522 0.155 2.487
C 3.837 0.026 2.886
C 4.784 -0.349 1.945
C 4.402 -0.541 0.627
C 3.069 -0.411 0.301
N 2.150 -0.085 1.219
C 2.626 -0.491 -1.147
O 3.516 -0.449 -2.007
N 1.306 -0.545 -1.324
C 0.886 -0.338 -2.673
C 0.441 -1.404 -3.473
C 0.741 -2.835 -3.119
C -0.155 -1.137 -4.706
C -0.246 0.153 -5.203
C 0.339 1.184 -4.481
C 0.934 0.951 -3.243
C 1.727 2.060 -2.609
H 1.621 4.781 3.428
H 1.954 3.220 2.661
H 2.103 3.364 4.390
H -0.378 5.295 4.461
H -2.788 4.862 4.806
H -3.718 2.635 4.188
H -3.480 0.526 3.129
H -2.088 -0.273 3.894
H -2.029 0.207 2.225
H 4.073 0.242 3.919
H 5.823 -0.461 2.233
H 5.098 -0.780 -0.163
H -0.164 -3.417 -2.953
H 1.353 -2.891 -2.224
H 1.300 -3.289 -3.942
H -0.505 -1.973 -5.304
H -0.715 0.346 -6.162
H 0.367 2.189 -4.893
H 1.298 3.036 -2.840
H 2.749 2.027 -2.992
H 1.801 1.950 -1.534
C -2.753 0.972 -2.897
C -2.209 0.898 -1.500
N -2.519 -0.007 -0.654
N -3.420 -0.938 -1.065
C -4.151 -1.730 -0.218
N -4.705 -2.772 -0.913
S -4.404 -1.469 1.382
C -1.310 1.972 -1.003
C -1.455 3.268 -1.471
C -0.656 4.268 -0.942
C 0.305 3.929 -0.011
C 0.406 2.605 0.377
N -0.413 1.647 -0.070
H -2.654 0.007 -3.402
H -2.183 1.676 -3.496
H -3.809 1.262 -2.894
H -3.510 -1.104 -2.052
H -4.136 -3.176 -1.644
H -5.116 -3.456 -0.299
H -2.204 3.496 -2.217
H -0.777 5.294 -1.271
H 0.974 4.665 0.417
H 1.151 2.281 1.082
I -0.166 -2.552 3.175
F 2.486 -7.369 0.118
C 1.617 -6.360 -0.015
C 1.991 -5.066 0.278
F 3.235 -4.811 0.697
C 1.072 -4.050 0.128
F 1.493 -2.801 0.400
C -0.231 -4.235 -0.304
S -1.352 -2.926 -0.522
C -0.563 -5.555 -0.587
F -1.795 -5.858 -1.023
C 0.332 -6.598 -0.451
F -0.040 -7.852 -0.743
*
```

Calculated values
Highest occupied orbital energy (spin up / spin down) = -5.134 / -5.143 eV
⟨S²⟩ = 6.004
Lowest unoccupied orbital energy (spin up / spin down) = 1.64 / 1.64 eV
Strongest force on any atom = 0.90 eV/A

- Which formula does entry 6 have?
  C37H31F5HoIN7O2S2

- The highest strongest force on any atom belongs to which entry?
  C26H61FN2O2P

- What is the formula in the fourth record?
  C4H7NO